ORCA calculation (wB97M-V/def2-TZVPD) on C14H50NbO13 as an isolated structure.

HOMO level = -5.4 eV
HOMO-LUMO gap = 0.2807 Eh
charge = -1
lowest unoccupied orbital energy = 0.083 hartree

Cartesian coordinates (Å):
Nb (0.34, -3.04, 0.54)
O (2.05, 2.67, -0.59)
O (-1.22, 2.56, -2.17)
O (-4.42, -3.79, 4.95)
O (3.95, -0.85, 0.54)
O (-3.32, 8.50, 0.81)
O (-2.42, -7.90, 2.80)
O (2.54, -0.53, -1.16)
O (4.37, -1.77, 2.54)
O (-3.62, -4.48, 0.72)
O (7.71, -2.56, -0.86)
O (-0.48, 6.89, 2.84)
O (-2.29, 0.20, -5.95)
O (0.69, 6.58, -2.32)
C (2.64, -0.83, 0.01)
C (1.54, -1.11, 0.93)
C (-2.07, -7.22, 1.59)
C (-3.07, 7.10, 0.94)
C (-4.67, -4.02, 1.57)
C (-1.65, 1.45, -2.96)
C (2.52, 3.39, -1.72)
C (8.42, -2.33, -2.07)
C (-0.46, 5.72, -2.28)
C (4.32, -1.90, 1.35)
C (-3.60, -4.92, 5.23)
C (-1.88, 0.89, -7.12)
C (4.72, -3.13, 0.61)
C (-0.85, 7.10, 4.20)
H (1.83, -4.00, 1.10)
H (-2.83, -7.38, 0.82)
H (5.35, -2.91, -0.26)
H (0.14, 6.15, 2.81)
H (2.60, 4.44, -1.45)
H (-5.42, -4.80, 1.73)
H (-2.02, -6.16, 1.80)
H (-4.18, -5.85, 5.25)
H (-2.80, 8.82, 0.07)
H (-2.01, 6.91, 1.14)
H (-1.22, -2.16, 0.05)
H (-3.38, 6.57, 0.03)
H (-5.07, -3.70, 5.64)
H (-0.34, -2.97, 2.27)
H (-2.35, -0.73, -6.16)
H (8.07, -1.98, -0.19)
H (-1.08, 1.38, -3.89)
H (1.89, -1.17, 1.96)
H (-0.50, -4.65, 0.48)
H (2.01, 1.74, -0.83)
H (-1.10, -7.54, 1.22)
H (1.19, 6.41, -1.52)
H (-0.90, 0.56, -7.47)
H (3.82, -3.65, 0.27)
H (-2.87, -4.99, 4.43)
H (-2.70, 1.60, -3.21)
H (-0.17, 4.68, -2.25)
H (-1.55, 7.93, 4.21)
H (-1.55, 0.53, -2.40)
H (5.26, -3.78, 1.30)
H (0.82, -3.25, -1.23)
H (-4.22, -3.76, 2.52)
H (-3.99, -4.71, -0.13)
H (-3.66, 6.74, 1.77)
H (-1.04, 5.91, -3.18)
H (-1.07, 5.95, -1.40)
H (-1.35, 6.22, 4.62)
H (3.51, 3.03, -2.04)
H (8.32, -1.29, -2.41)
H (-2.61, 0.78, -7.94)
H (9.48, -2.56, -1.97)
H (7.99, -2.98, -2.82)
H (0.85, -0.27, 0.87)
H (-3.07, -4.81, 6.18)
H (-2.46, -8.84, 2.60)
H (1.83, 3.29, -2.56)
H (-1.82, 1.95, -6.86)
H (-0.30, 2.41, -1.93)
H (-5.16, -3.13, 1.16)
H (0.01, 7.35, 4.82)

What are the Löwdin partial charges on each atom? They are as follows, in elementary charge units:
1. Nb 0.9494
2. O -0.1211
3. O -0.1410
4. O -0.1366
5. O 0.0478
6. O -0.1317
7. O -0.1444
8. O 0.0308
9. O 0.1208
10. O -0.1685
11. O -0.1248
12. O -0.1364
13. O -0.1253
14. O -0.1362
15. C -0.5770
16. C -0.3104
17. C -0.1636
18. C -0.1591
19. C -0.1529
20. C -0.1395
21. C -0.1567
22. C -0.1605
23. C -0.1341
24. C -0.5270
25. C -0.1485
26. C -0.1645
27. C 0.0010
28. C -0.1551
29. H -0.1610
30. H 0.0706
31. H 0.0682
32. H 0.0813
33. H 0.0669
34. H 0.0744
35. H 0.0347
36. H 0.0756
37. H 0.0667
38. H 0.0496
39. H -0.1904
40. H 0.0730
41. H 0.0672
42. H -0.1731
43. H 0.0772
44. H 0.0784
45. H 0.0633
46. H 0.0380
47. H -0.1912
48. H 0.0474
49. H 0.0722
50. H 0.0562
51. H 0.0754
52. H 0.0400
53. H 0.0766
54. H 0.0751
55. H 0.0400
56. H 0.0782
57. H 0.0812
58. H 0.0922
59. H -0.1765
60. H 0.0553
61. H 0.0717
62. H 0.0783
63. H 0.0821
64. H 0.0686
65. H 0.0780
66. H 0.0814
67. H 0.0760
68. H 0.0714
69. H 0.0713
70. H 0.0776
71. H 0.0560
72. H 0.0730
73. H 0.0569
74. H 0.0719
75. H 0.0767
76. H 0.0443
77. H 0.0740
78. H 0.0732